Here is a structure of composition C30H31ClF5N5OTc in a non-equilibrium geometry from the Open Molecules 2025 dataset. Energies are from wB97M-V/def2-TZVPD.

HOMO level (alpha / beta) (eV): -13.5712 / -13.9049
E (eV): -69403.777
Orbital gap (alpha / beta) (hartree): 0.2639 / 0.2239
Spin multiplicity: 4
Largest force on an atom (eV/A): 1.275
E_LUMO (alpha / beta) (Eh): -0.23488 / -0.28708
Net charge: +2

Element x y z (Å)
Tc  0.21  0.51  0.41
C  -3.09  0.59  -1.86
N  -1.89  -0.22  -1.89
C  -1.29  -0.24  -3.20
C  -1.97  -1.52  -1.32
C  -3.14  -2.27  -1.40
C  -3.16  -3.60  -1.01
C  -2.00  -4.18  -0.51
C  -0.85  -3.44  -0.38
C  -0.80  -2.10  -0.78
N  0.32  -1.32  -0.55
C  1.57  -1.85  -0.66
C  1.88  -3.01  -1.41
C  3.17  -3.51  -1.43
C  4.18  -2.90  -0.70
C  3.91  -1.72  -0.02
C  2.63  -1.17  -0.02
N  2.33  0.08  0.66
C  2.48  -0.14  2.12
C  3.31  1.11  0.26
H  -3.77  0.34  -2.68
H  -2.79  1.63  -1.98
H  -3.61  0.48  -0.92
H  -1.96  -0.71  -3.93
H  -0.36  -0.81  -3.18
H  -1.10  0.78  -3.54
H  -4.03  -1.83  -1.82
H  -4.06  -4.18  -1.12
H  -2.01  -5.22  -0.22
H  0.02  -3.89  0.09
H  1.11  -3.48  -2.00
H  3.39  -4.40  -2.00
H  5.17  -3.31  -0.69
H  4.70  -1.25  0.54
H  3.41  -0.67  2.35
H  1.66  -0.75  2.50
H  2.50  0.81  2.64
H  4.30  0.91  0.66
H  2.99  2.08  0.63
H  3.38  1.16  -0.83
C  -4.02  -0.25  3.63
N  -2.99  -0.38  2.63
C  -2.35  -1.67  2.49
C  -2.67  0.60  1.82
O  -1.83  0.52  0.90
H  -4.93  -0.76  3.33
H  -4.25  0.80  3.80
H  -3.67  -0.68  4.57
H  -2.56  -2.28  3.37
H  -1.26  -1.54  2.42
H  -2.70  -2.19  1.60
H  -3.21  1.54  1.97
F  1.39  3.79  0.17
C  0.92  3.51  1.41
C  0.46  2.22  1.66
C  0.05  2.01  2.97
F  -0.35  0.73  3.26
C  0.02  2.98  3.96
F  -0.42  2.69  5.18
C  0.47  4.26  3.65
F  0.46  5.21  4.57
C  0.92  4.53  2.36
F  1.35  5.74  2.03
Cl  -1.34  4.84  -2.74
C  -0.30  3.48  -2.63
C  0.60  3.16  -3.64
C  1.38  2.02  -3.48
C  1.25  1.26  -2.33
N  0.42  1.59  -1.34
C  -0.35  2.67  -1.50
H  0.68  3.78  -4.52
H  2.08  1.73  -4.25
H  1.83  0.36  -2.22
H  -1.03  2.92  -0.69

In elementary charge units, the Löwdin charges are: atom 1 (Tc): 1.594, atom 2 (C): -0.065, atom 3 (N): -0.217, atom 4 (C): -0.044, atom 5 (C): -0.206, atom 6 (C): 0.004, atom 7 (C): -0.038, atom 8 (C): -0.053, atom 9 (C): -0.022, atom 10 (C): -0.232, atom 11 (N): -0.014, atom 12 (C): -0.233, atom 13 (C): 0.005, atom 14 (C): -0.031, atom 15 (C): -0.018, atom 16 (C): -0.003, atom 17 (C): -0.197, atom 18 (N): -0.292, atom 19 (C): -0.041, atom 20 (C): -0.030, atom 21 (H): 0.104, atom 22 (H): 0.082, atom 23 (H): 0.085, atom 24 (H): 0.113, atom 25 (H): 0.090, atom 26 (H): 0.081, atom 27 (H): 0.121, atom 28 (H): 0.122, atom 29 (H): 0.120, atom 30 (H): 0.123, atom 31 (H): 0.125, atom 32 (H): 0.124, atom 33 (H): 0.126, atom 34 (H): 0.123, atom 35 (H): 0.110, atom 36 (H): 0.099, atom 37 (H): 0.099, atom 38 (H): 0.109, atom 39 (H): 0.083, atom 40 (H): 0.093, atom 41 (C): -0.003, atom 42 (N): -0.142, atom 43 (C): 0.008, atom 44 (C): -0.254, atom 45 (O): -0.167, atom 46 (H): 0.112, atom 47 (H): 0.103, atom 48 (H): 0.108, atom 49 (H): 0.110, atom 50 (H): 0.083, atom 51 (H): 0.093, atom 52 (H): 0.174, atom 53 (F): 0.064, atom 54 (C): -0.229, atom 55 (C): -0.151, atom 56 (C): -0.243, atom 57 (F): 0.026, atom 58 (C): -0.135, atom 59 (F): 0.141, atom 60 (C): -0.115, atom 61 (F): 0.168, atom 62 (C): -0.130, atom 63 (F): 0.151, atom 64 (Cl): 0.785, atom 65 (C): -0.636, atom 66 (C): -0.027, atom 67 (C): -0.010, atom 68 (C): -0.132, atom 69 (N): -0.073, atom 70 (C): -0.169, atom 71 (H): 0.131, atom 72 (H): 0.130, atom 73 (H): 0.111, atom 74 (H): 0.118